C4H11F3N2P2 | wB97M-V/def2-TZVPD

```
22
Properties=species:S:1:pos:R:3:forces:R:3:nbo_charge:R:1
C -1.73798 0.73440 1.11362 0.20 -0.18 -1.48 -1.13
C 1.91508 1.57102 0.79810 0.00 0.09 0.17 -0.40
C 1.65925 -0.22261 -0.83490 0.08 -0.38 -0.12 -0.41
C -3.23919 -1.62829 -0.67264 0.53 0.70 -0.09 -0.98
N -1.18402 0.60691 -1.58118 -2.05 -0.92 1.10 -1.34
N 1.01617 0.67199 0.10534 -0.71 0.26 -0.40 -0.80
F -0.44017 2.76063 0.01954 -0.02 -1.60 -0.39 -0.60
F -3.95955 1.12804 -0.70308 0.95 -0.50 -0.20 -0.53
F -4.16249 -0.14309 1.16032 0.72 -0.24 -0.49 -0.60
P -0.54893 1.11180 -0.29671 0.09 1.65 1.69 2.08
P -3.02767 0.05546 -0.02475 0.02 1.17 0.23 2.13
H -1.41885 -0.00608 1.84487 0.00 -0.10 -0.03 0.27
H -2.13244 1.61330 1.62670 -0.11 -0.08 -0.09 0.29
H 2.74011 0.98983 1.21532 -0.04 0.04 0.05 0.19
H 2.32709 2.33382 0.12851 0.01 -0.02 0.05 0.19
H 1.38170 2.06778 1.60546 0.13 0.06 0.05 0.21
H 0.88205 -0.70730 -1.42460 0.18 -0.06 -0.06 0.24
H 2.32934 0.30809 -1.51747 0.01 0.04 0.00 0.18
H 2.23569 -0.97760 -0.29282 0.03 0.02 -0.04 0.18
H -2.52869 -1.80867 -1.46916 0.05 0.00 -0.08 0.28
H -3.09847 -2.31903 0.15515 -0.02 0.00 0.07 0.26
H -4.26373 -1.69174 -1.03576 -0.04 0.06 0.06 0.27
```
Positions in Å, forces in eV/Å.

## Properties
Kohn-Sham gap = 9.36 eV
HOMO energy = -8.834 eV
Strongest force on any atom = 0.049 Eh/bohr

=====

C10H17O2S | wB97M-V/def2-TZVPD

```
30
Properties=species:S:1:pos:R:3:forces:R:3:nbo_charge:R:1
C 0.03886 -1.74238 1.04198 0.04 2.75 -0.97 -0.43
C 0.21665 -0.33829 1.65330 0.60 0.93 2.76 -0.48
C 0.95272 -0.98770 -1.30470 1.45 -0.08 1.22 -0.49
C -0.30434 -1.30801 -0.40352 3.34 1.17 0.32 -0.19
C 1.60760 0.30245 -0.75770 -2.48 -0.46 1.61 -0.39
C -0.15729 0.71740 0.64548 1.79 -2.29 -3.24 0.11
C -1.09487 -0.02863 -0.26255 0.68 0.35 -1.35 -0.10
C -0.17243 2.15152 0.85338 -0.19 1.97 -0.51 -0.67
C -2.44161 -0.31827 0.34662 1.34 -0.95 0.79 -0.63
C -1.42299 0.65291 -1.60608 1.18 -1.47 -1.73 -0.61
O 3.76748 -1.02529 0.28042 -0.41 -0.94 -0.10 -1.07
O 3.97530 1.30094 -0.43412 -0.20 0.20 0.16 -1.07
S 3.15225 0.32098 0.34694 -0.09 0.96 -0.54 1.48
H 1.01379 -2.07693 1.21193 1.42 -1.57 -0.63 0.23
H -0.63933 -2.41549 1.48813 -1.14 -0.49 0.54 0.19
H -0.12396 -0.19294 2.72112 -0.62 -0.09 -0.92 0.19
H 1.28269 -0.25735 1.85373 0.25 0.34 -0.04 0.23
H 1.81929 -1.72665 -1.22884 -1.32 0.26 0.04 0.25
H 0.64425 -0.96443 -2.37045 0.22 0.26 0.56 0.19
H -0.82260 -1.99268 -0.90373 -2.50 -3.20 -1.97 0.18
H 1.70121 1.13705 -1.43308 -0.01 0.35 -0.14 0.19
H -1.10425 2.57034 1.31586 0.43 -0.40 -0.10 0.18
H 0.01310 2.78840 -0.10993 -0.16 -1.28 1.75 0.22
H 0.63945 2.24357 1.56035 0.37 1.09 0.17 0.23
H -2.76024 -1.25984 -0.06948 -0.61 -0.36 -0.07 0.20
H -2.99853 0.47679 -0.06465 -1.66 0.82 0.76 0.21
H -2.27682 -0.44139 1.42831 -0.92 0.42 -0.22 0.22
H -1.89933 1.58687 -1.35442 -0.52 0.36 -0.33 0.20
H -2.14635 -0.08913 -2.23181 1.62 1.96 1.23 0.19
H -0.45970 0.91618 -2.21250 -1.90 -0.61 0.96 0.23
```
Positions in Å, forces in eV/Å.

## Properties
Total charge = -1
Kohn-Sham gap = 6.32 eV
HOMO energy = -3.186 eV
Strongest force on any atom = 0.088 Eh/bohr

=====

C8H16NO | wB97M-V/def2-TZVPD

```
26
Properties=species:S:1:pos:R:3:forces:R:3:nbo_charge:R:1
C -2.42191 -0.49081 -1.45530 2.16 -0.46 -0.03 -0.31
C -1.47362 0.34266 -0.96227 -1.35 1.08 -4.35 -0.27
C 1.67131 -0.85254 -1.24965 0.67 -0.07 1.72 -0.44
C 0.71749 -1.38589 -0.15138 -0.62 -0.66 1.36 -0.45
C 1.61306 0.67293 -1.01511 1.40 -0.24 -0.17 -0.08
C 0.39401 -0.14965 0.70461 -1.11 -2.33 1.51 0.28
C 0.47430 -0.57092 2.18022 0.08 -3.74 -2.38 -0.63
C -1.06011 0.52886 0.40197 -0.04 -2.94 2.92 -0.14
N -0.76631 1.88664 0.88222 -3.00 2.21 0.70 -0.72
O 1.34685 0.78358 0.40183 1.10 1.58 -0.61 -0.54
H -2.42399 -0.61784 -2.55977 -0.50 0.27 0.96 0.23
H -2.81399 -1.32434 -0.87360 -0.57 0.49 0.09 0.21
H -0.99257 0.91145 -1.83445 -0.54 -0.42 1.72 0.22
H 2.71947 -1.21493 -0.93897 -1.57 0.38 -1.28 0.25
H 1.27997 -1.08274 -2.22606 0.62 -0.41 -0.47 0.24
H -0.25712 -1.79460 -0.35295 -0.37 -0.09 -1.48 0.23
H 1.04308 -2.26190 0.49389 0.69 1.40 -0.73 0.24
H 2.53515 1.24529 -1.24013 -0.38 -0.59 0.32 0.23
H 0.83593 1.13835 -1.59720 -0.35 0.17 -0.08 0.17
H 0.33714 0.15642 2.89489 -0.84 1.50 1.70 0.21
H 1.45402 -1.03560 2.33837 0.11 0.52 -0.01 0.24
H -0.17435 -1.53250 2.20861 0.40 1.99 0.65 0.23
H -1.90174 0.07990 1.03705 1.49 0.45 -0.52 0.25
H -1.34838 2.52920 0.30351 1.01 -0.04 0.37 0.45
H 0.26122 1.89364 0.71188 0.67 1.00 0.09 0.46
H -1.04887 2.14532 1.89780 0.83 -1.07 -1.99 0.46
```
Positions in Å, forces in eV/Å.

## Properties
Total charge = +1
Kohn-Sham gap = 10.45 eV
SMILES = C=C[C@H]([NH3+])[C@@]1(C)CCCO1
HOMO energy = -13.691 eV
Strongest force on any atom = 0.091 Eh/bohr